Molecular formula: C12F36Li4N6O24S12
Method: DFT, ωB97M-V with the def2-TZVPD basis set

```
94
Properties=species:S:1:pos:R:3:forces:R:3
Li 6.251 1.007 -16.503 0.2 -0.9 -0.4
Li 5.951 6.548 -13.940 0.1 -0.4 -0.6
Li 3.950 1.881 -12.272 0.7 0.1 -0.7
Li 5.238 2.187 -20.702 0.2 0.3 0.5
C 1.974 2.923 -14.452 0.1 -1.7 -1.0
F 3.158 3.455 -14.160 -0.2 0.4 0.6
F 1.134 2.957 -13.423 0.3 0.4 0.4
F 1.441 3.553 -15.479 0.0 0.0 0.1
S 2.276 1.095 -14.941 -2.4 0.7 0.8
O 0.989 0.443 -14.965 0.6 0.6 0.4
O 2.952 1.181 -16.202 0.7 0.0 0.7
N 3.136 0.581 -13.538 -0.4 0.5 -2.4
S 4.024 -0.585 -14.204 1.8 -1.3 0.1
O 3.223 -1.672 -14.707 0.6 0.6 0.3
O 5.118 -0.087 -15.009 -0.3 -0.2 0.4
C 4.910 -1.201 -12.659 -1.1 0.9 -0.1
F 5.762 -2.156 -12.890 0.4 -0.5 -0.4
F 5.548 -0.181 -12.062 0.2 0.3 0.0
F 3.984 -1.608 -11.795 -0.3 -0.5 0.4
C 2.814 0.098 -19.293 1.9 -0.3 -1.1
F 2.325 -0.213 -20.489 -0.3 0.0 -0.6
F 2.804 1.419 -19.166 -0.3 0.8 0.2
F 2.096 -0.485 -18.396 -0.3 -0.2 0.9
S 4.637 -0.457 -19.247 -0.9 -1.0 2.2
O 5.162 0.108 -18.029 -0.1 0.7 -0.7
O 4.540 -1.903 -19.227 0.3 1.7 -0.9
N 5.291 0.328 -20.583 -1.3 -1.5 1.6
S 6.047 -0.785 -21.436 1.2 -3.0 -2.3
O 7.366 -1.083 -20.983 0.1 1.0 0.0
O 5.303 -1.982 -21.786 -0.4 1.7 -0.2
C 6.202 0.173 -23.079 -0.1 -1.0 1.3
F 7.181 1.070 -22.987 -0.1 0.4 -0.2
F 6.487 -0.697 -24.036 -0.1 0.3 -0.1
F 5.046 0.798 -23.369 0.2 0.2 -0.2
C 9.587 -2.139 -15.827 0.2 1.8 -0.1
F 9.363 -1.641 -14.605 0.0 -0.5 0.1
F 10.902 -2.188 -16.016 0.1 -0.2 0.0
F 9.077 -3.342 -15.951 -0.2 -0.4 0.2
S 8.783 -1.010 -17.086 1.0 0.0 -0.8
O 8.709 -1.855 -18.248 -0.2 0.2 0.6
O 7.543 -0.556 -16.487 0.6 -0.4 0.4
N 9.924 0.194 -17.287 -1.8 -1.3 0.7
S 9.247 1.158 -18.342 -0.1 1.0 -1.9
O 9.347 0.704 -19.715 0.3 0.6 0.8
O 7.915 1.620 -17.978 0.3 0.4 0.2
C 10.414 2.672 -18.262 -0.1 -1.6 0.7
F 9.866 3.765 -18.758 0.0 -0.2 -0.2
F 10.798 2.889 -17.008 -0.2 0.3 0.2
F 11.514 2.326 -18.944 -0.1 0.4 -0.3
C 7.239 8.623 -15.950 -0.1 0.9 -0.7
F 7.545 7.393 -15.593 0.0 -0.1 0.2
F 7.655 9.526 -15.062 -0.1 -0.6 0.4
F 7.905 8.918 -17.081 -0.4 -0.3 -0.1
S 5.386 8.851 -16.230 0.4 0.7 0.9
O 5.220 10.284 -16.121 0.1 -1.0 0.2
O 5.018 8.258 -17.495 0.6 0.0 0.9
N 4.853 7.988 -14.826 0.2 1.3 -2.6
S 3.336 7.672 -15.242 -0.7 0.0 0.3
O 2.583 8.889 -15.477 0.1 -1.0 0.3
O 3.229 6.603 -16.199 -0.7 0.0 0.6
C 2.736 6.989 -13.560 0.2 1.7 -1.1
F 2.361 8.019 -12.804 0.1 -0.4 0.2
F 1.676 6.217 -13.756 0.1 -0.5 0.2
F 3.717 6.317 -12.937 -0.2 -0.4 -0.1
C 8.180 2.035 -13.716 -0.1 0.1 -0.5
F 7.825 0.770 -13.597 -0.3 -0.3 0.1
F 8.759 2.436 -12.602 0.2 0.1 0.2
F 8.996 2.140 -14.745 0.2 0.3 0.1
S 6.664 3.092 -13.982 -1.2 -0.5 -0.1
O 5.666 2.463 -13.133 -0.3 -0.7 -0.2
O 6.918 4.437 -13.552 0.8 -0.3 -0.7
N 6.367 2.802 -15.614 0.0 0.9 2.7
S 6.251 4.215 -16.338 0.2 2.2 -1.4
O 5.565 5.238 -15.580 -0.3 -0.8 -0.1
O 7.467 4.650 -16.956 -0.3 -0.6 -0.2
C 5.027 3.865 -17.758 0.6 1.1 0.1
F 5.498 2.862 -18.534 -0.2 -0.7 -0.1
F 3.816 3.628 -17.333 -0.2 -0.7 0.3
F 4.950 4.912 -18.578 0.4 0.3 0.3
C 5.341 6.161 -10.344 0.0 1.3 0.4
F 5.722 5.192 -11.145 -0.1 -0.4 -0.2
F 4.011 6.233 -10.298 -0.3 -0.2 -0.3
F 5.734 5.912 -9.107 0.5 -0.2 0.3
S 6.023 7.862 -10.915 -2.0 2.1 -1.7
O 4.907 8.730 -11.239 0.3 -1.3 0.6
O 6.890 8.341 -9.871 0.0 -0.8 -0.5
N 6.697 7.535 -12.433 0.4 0.2 3.9
S 8.210 7.154 -12.080 3.2 -1.8 -1.6
O 8.490 6.210 -11.009 -0.9 1.4 0.2
O 8.821 6.736 -13.315 -0.2 0.5 -0.4
C 9.161 8.814 -11.779 -0.7 -1.3 1.1
F 10.336 8.723 -12.382 0.0 0.2 -0.4
F 8.443 9.818 -12.237 0.1 0.4 -0.4
F 9.405 9.023 -10.485 0.1 0.0 0.1
```
Positions in Å, forces in eV/Å.

Summary:
Electronic energy   -299200.3346 eV
Net charge   -2
Energy above the lowest of the compared OMol25 structures with the same formula, charge and spin   0.0 kJ/mol
Multiplicity   1



Molecular formula: C34H50IrN14P
Method: DFT, ωB97M-V with the def2-TZVPD basis set

```
100
Properties=species:S:1:pos:R:3:forces:R:3
Ir -1.151 -0.238 -0.771 0.2 0.3 -0.2
N -4.046 -0.052 -2.941 -0.2 -0.2 -0.2
C -3.981 -1.102 -2.126 0.0 0.5 -0.3
N -4.893 -2.103 -2.157 0.3 -0.3 0.5
N -4.488 -2.929 -1.237 -0.1 0.3 -0.3
N -3.363 -2.457 -0.652 0.2 0.0 0.2
N -3.033 -1.311 -1.189 -0.4 -1.0 0.2
C -3.135 0.973 -3.035 0.0 0.2 0.0
N -3.307 1.985 -3.875 0.1 -0.2 0.2
N -2.243 2.750 -3.677 0.3 -0.2 0.3
N -1.467 2.217 -2.758 0.0 0.4 -0.3
N -2.008 1.083 -2.327 -0.2 0.2 0.0
H -4.829 -0.030 -3.590 0.1 0.1 0.0
C -2.906 3.229 0.428 0.0 0.0 0.0
C -2.879 1.784 0.931 0.0 0.2 0.2
C -4.290 1.194 0.993 0.0 0.0 -0.1
C -2.180 1.597 2.265 0.0 -0.1 -0.1
C -2.578 2.403 3.319 0.0 0.0 0.1
C -2.098 2.194 4.602 0.0 0.0 0.0
C -1.312 1.084 4.838 0.0 0.0 0.0
C -0.895 0.224 3.821 0.1 0.0 0.1
C -0.239 -1.068 4.323 0.2 0.1 -0.1
C -0.548 -2.338 3.530 -0.1 -0.1 0.1
C 1.273 -0.936 4.639 -0.1 -0.1 0.0
C -1.221 0.573 2.488 0.0 0.2 0.0
N -0.593 -0.020 1.377 -0.2 -0.3 -0.3
C 0.640 -0.507 1.468 0.1 0.2 0.2
C 1.237 -1.244 0.437 0.3 -0.1 -0.1
N 0.681 -1.441 -0.757 -0.5 0.0 0.1
C 1.212 -2.503 -1.540 0.2 -0.1 -0.1
C 1.475 -3.753 -0.929 -0.2 0.2 0.1
C 2.280 -4.673 -1.593 0.0 0.0 -0.1
C 2.773 -4.410 -2.857 0.0 0.1 0.0
C 2.348 -3.265 -3.513 0.0 0.0 -0.1
C 1.532 -2.318 -2.903 0.1 0.0 0.0
C 0.969 -1.219 -3.796 0.0 0.1 0.2
C -0.560 -1.306 -3.862 0.2 -0.1 -0.3
C 1.438 0.198 -3.458 -0.2 -0.1 -0.2
C 0.749 -4.207 0.335 0.1 -0.1 0.0
C -0.278 -5.284 -0.047 0.0 0.0 0.0
C 1.687 -4.721 1.429 0.0 0.1 0.0
H -3.152 3.261 -0.637 0.0 0.0 0.1
H -1.941 3.725 0.570 -0.1 0.0 0.0
H -3.664 3.814 0.953 0.1 0.0 0.0
H -2.326 1.206 0.191 0.0 0.1 -0.1
H -4.882 1.713 1.751 0.0 0.0 0.0
H -4.264 0.132 1.248 0.0 0.0 0.0
H -4.799 1.312 0.030 0.0 0.0 0.1
H -3.284 3.206 3.136 0.0 -0.1 0.0
H -2.395 2.842 5.418 0.0 0.0 0.0
H -1.039 0.839 5.859 0.0 0.0 0.0
H -0.737 -1.223 5.280 0.0 0.1 0.1
H 0.063 -2.441 2.636 0.0 0.0 0.0
H -1.600 -2.376 3.235 0.1 0.0 0.0
H -0.344 -3.205 4.161 0.0 0.0 0.0
H 1.880 -1.507 3.930 0.0 0.0 0.0
H 1.502 -1.325 5.632 0.0 0.0 0.0
H 1.599 0.106 4.616 0.0 0.0 0.0
H 1.208 -0.358 2.382 -0.1 -0.1 -0.1
H 2.202 -1.708 0.637 0.0 0.0 0.0
H 2.493 -5.629 -1.126 0.0 0.1 0.0
H 3.430 -5.114 -3.352 0.0 0.0 0.0
H 2.646 -3.102 -4.544 0.0 0.0 0.0
H 1.333 -1.445 -4.798 0.1 0.0 -0.1
H -0.999 -1.091 -2.886 0.0 -0.1 -0.1
H -0.881 -2.309 -4.149 0.0 0.0 0.0
H -0.961 -0.590 -4.586 0.0 0.0 0.1
H 1.017 0.526 -2.505 0.0 -0.2 -0.2
H 1.109 0.905 -4.225 0.0 0.0 0.0
H 2.531 0.235 -3.411 0.0 -0.1 -0.1
H 0.181 -3.375 0.740 0.0 0.1 0.0
H 0.216 -6.188 -0.413 0.0 0.0 0.0
H -0.952 -4.921 -0.826 0.0 0.0 0.0
H -0.882 -5.551 0.824 0.0 0.0 -0.1
H 2.332 -5.520 1.057 0.0 0.0 0.0
H 1.106 -5.123 2.261 0.0 0.0 0.0
H 2.332 -3.926 1.816 0.0 0.0 0.0
C 3.374 3.850 -1.461 -0.1 0.0 0.0
N 3.566 2.647 -0.525 -0.1 0.0 0.1
C 3.459 3.145 0.923 -0.1 0.0 0.0
N 2.228 3.817 1.135 0.0 0.0 0.0
C 2.106 4.946 0.213 0.0 -0.1 0.0
N 2.153 4.513 -1.182 0.0 0.1 0.0
C 0.972 3.730 -1.566 -0.1 -0.1 0.0
P 0.776 2.150 -0.597 0.4 0.2 0.3
C 2.548 1.578 -0.798 -0.1 0.1 0.0
C 1.061 2.923 1.087 -0.1 0.0 -0.2
H 3.391 3.465 -2.479 0.0 0.0 0.0
H 4.228 4.506 -1.296 0.0 0.0 0.1
H 4.500 2.266 -0.672 0.0 0.0 0.0
H 4.299 3.822 1.076 0.0 0.0 0.0
H 3.558 2.275 1.569 0.0 0.0 0.0
H 2.927 5.640 0.397 0.0 0.0 0.0
H 1.166 5.461 0.397 0.0 0.0 0.0
H 1.000 3.493 -2.630 0.0 0.0 0.0
H 0.075 4.330 -1.410 0.0 0.0 0.0
H 2.700 1.206 -1.810 0.1 0.2 0.2
H 2.718 0.757 -0.105 0.1 -0.1 0.1
H 1.172 2.136 1.834 0.0 0.0 0.0
H 0.173 3.494 1.362 0.0 0.0 0.0
```
Positions in Å, forces in eV/Å.

Summary:
Expectation value of S²   8.79
Electronic energy   -69046.6284 eV
Net charge   +1
Multiplicity   6



Molecular formula: C52H58N6O2S3Ti
Method: DFT, ωB97M-V with the def2-TZVPD basis set

```
122
Properties=species:S:1:pos:R:3:forces:R:3
Ti -0.894 0.243 -0.150 0.5 -0.1 -0.3
C -3.788 -0.072 -3.549 -0.1 0.0 0.0
N -2.440 0.326 -3.221 0.0 0.0 0.2
C -1.516 -0.012 -4.312 0.0 0.0 0.0
C -0.443 1.028 -4.595 0.1 0.1 -0.1
N 0.490 1.318 -3.522 0.1 -0.1 0.0
C 0.795 2.732 -3.426 0.0 0.0 -0.1
C 1.622 0.452 -3.407 0.0 0.0 0.0
C 2.801 0.769 -4.087 -0.1 0.0 0.0
C 3.943 -0.001 -3.959 0.0 0.0 0.0
C 3.922 -1.114 -3.134 0.0 0.0 0.0
C 2.763 -1.445 -2.455 0.0 0.0 0.0
C 1.597 -0.685 -2.584 0.0 0.1 0.0
S 0.154 -1.253 -1.741 -0.2 0.0 -0.1
C -2.314 1.659 -2.676 0.0 0.1 0.0
C -2.918 2.711 -3.369 0.0 -0.1 0.0
C -2.778 4.020 -2.942 0.0 0.1 0.0
C -1.997 4.273 -1.824 0.0 0.0 0.1
C -1.403 3.223 -1.140 -0.1 0.0 0.1
C -1.555 1.878 -1.515 -0.2 -0.1 0.1
S 0.964 1.377 -0.030 0.0 0.3 0.0
H -4.158 0.355 -4.501 0.0 0.0 0.0
H -4.471 0.232 -2.757 0.0 0.0 0.1
H -3.837 -1.162 -3.645 0.0 0.0 0.0
H -2.089 -0.101 -5.252 0.0 0.0 0.0
H -1.062 -0.984 -4.109 0.0 -0.1 0.0
H -0.951 1.966 -4.830 0.1 0.0 0.0
H 0.086 0.720 -5.515 0.0 0.0 0.0
H 1.241 3.158 -4.342 0.0 0.0 0.0
H 1.479 2.893 -2.594 0.0 0.0 0.0
H -0.129 3.275 -3.215 0.2 0.0 -0.1
H 2.819 1.650 -4.716 0.0 0.0 0.0
H 4.850 0.280 -4.481 0.0 0.0 0.0
H 4.821 -1.698 -2.986 0.0 0.0 0.0
H 2.755 -2.271 -1.759 0.0 0.0 0.0
H -3.494 2.492 -4.264 0.0 0.0 0.0
H -3.258 4.829 -3.482 0.0 0.0 0.0
H -1.862 5.289 -1.468 0.0 0.0 0.0
H -0.815 3.455 -0.261 0.0 0.0 0.0
C 3.783 3.415 0.781 0.0 0.1 0.0
C 4.143 2.408 -0.309 0.0 0.0 0.0
C 4.753 3.128 -1.516 0.0 0.0 0.0
C 5.029 1.284 0.183 0.0 0.0 0.0
C 6.386 1.536 0.350 0.0 0.0 0.0
C 7.306 0.534 0.603 0.0 0.0 0.0
C 6.832 -0.773 0.673 0.0 0.0 0.0
C 5.488 -1.070 0.559 0.0 0.0 0.0
C 5.036 -2.511 0.711 0.0 0.0 0.0
C 5.574 -3.409 -0.402 0.0 0.0 0.0
C 5.420 -3.085 2.076 0.0 0.0 0.0
C 4.507 -0.033 0.362 -0.1 0.0 0.1
N 3.205 -0.418 0.327 0.1 -0.1 0.0
C 2.191 0.232 0.999 0.2 -0.2 0.2
C 1.294 -0.758 1.709 0.1 0.0 -0.1
C 1.843 -1.727 2.514 0.0 0.1 -0.1
C 0.767 -2.455 3.036 -0.1 0.0 0.0
C -0.400 -1.901 2.538 0.0 -0.1 -0.1
N -0.085 -0.845 1.670 -0.1 0.1 0.3
C -1.724 -2.396 3.138 0.0 0.0 0.0
C -1.880 -3.908 2.899 0.0 0.0 0.0
C -1.639 -2.185 4.666 0.0 0.0 0.0
C -3.008 -1.714 2.665 0.0 0.0 0.0
H 3.160 4.220 0.381 0.0 0.0 0.0
H 4.690 3.862 1.203 0.0 0.0 0.0
H 3.233 2.940 1.594 0.0 0.0 0.0
H 3.225 1.944 -0.662 0.0 0.0 0.0
H 5.646 3.697 -1.242 0.0 0.0 0.0
H 4.032 3.831 -1.942 0.0 0.0 0.0
H 5.030 2.411 -2.290 0.0 0.0 0.0
H 6.738 2.558 0.237 0.0 0.0 0.0
H 8.361 0.755 0.719 0.0 0.0 0.0
H 7.534 -1.586 0.845 0.0 0.0 0.0
H 3.948 -2.485 0.639 0.0 0.0 0.0
H 6.669 -3.440 -0.393 0.0 0.0 0.0
H 5.259 -3.047 -1.380 0.0 0.0 0.0
H 5.209 -4.434 -0.286 0.0 0.0 0.0
H 6.506 -3.200 2.169 0.0 0.0 0.0
H 4.966 -4.069 2.225 0.0 0.0 0.0
H 5.088 -2.431 2.882 0.0 0.0 0.0
H 2.547 0.989 1.719 -0.1 -0.1 0.0
H 2.896 -1.875 2.676 0.1 0.0 0.0
H 0.827 -3.275 3.739 0.0 0.0 0.0
H -1.036 -4.464 3.309 0.0 0.0 0.0
H -1.933 -4.125 1.831 0.0 0.0 0.0
H -2.801 -4.273 3.368 0.0 0.0 0.0
H -0.812 -2.747 5.097 0.0 0.0 0.0
H -2.570 -2.503 5.151 0.0 0.0 0.0
H -1.472 -1.132 4.892 0.0 0.0 0.0
H -3.461 -2.259 1.840 0.0 0.0 -0.1
H -2.827 -0.692 2.351 0.0 -0.1 0.0
H -3.747 -1.698 3.473 0.0 0.0 0.0
O -3.917 3.198 1.103 0.0 0.0 0.1
S -2.951 2.271 1.645 0.1 0.0 -0.1
O -1.638 2.746 1.973 0.0 -0.1 0.0
N -2.780 0.940 0.739 -0.3 0.1 0.1
C -3.899 0.328 0.192 -0.1 0.0 0.1
C -5.203 0.796 0.138 0.1 0.0 -0.1
C -6.255 -0.012 -0.327 0.0 -0.1 0.0
C -6.058 -1.305 -0.721 0.0 0.1 0.0
C -4.744 -1.823 -0.702 0.0 0.0 0.0
C -4.447 -3.167 -1.022 0.1 0.0 0.0
C -3.162 -3.619 -0.935 -0.1 0.0 0.0
C -2.146 -2.709 -0.590 0.0 0.1 0.0
N -2.387 -1.446 -0.329 -0.1 -0.1 0.1
C -3.671 -0.994 -0.319 0.0 -0.1 0.0
C -3.645 1.704 3.188 0.0 0.0 0.0
C -2.786 1.192 4.151 0.0 0.0 0.0
C -3.302 0.778 5.369 0.0 0.0 0.0
C -4.667 0.858 5.615 0.0 0.0 0.0
C -5.519 1.365 4.645 0.0 0.0 0.0
C -5.007 1.798 3.430 0.0 0.0 0.0
H -5.419 1.808 0.438 0.0 0.0 0.0
H -7.251 0.415 -0.348 0.0 0.0 0.0
H -6.876 -1.937 -1.045 0.0 0.0 0.0
H -5.258 -3.826 -1.311 0.0 0.0 0.0
H -2.898 -4.648 -1.137 0.0 0.0 0.0
H -1.112 -3.025 -0.538 0.0 0.0 0.0
H -1.727 1.119 3.933 0.0 0.0 0.0
H -2.636 0.379 6.123 0.0 0.0 0.0
H -5.063 0.525 6.567 0.0 0.0 0.0
H -6.583 1.433 4.835 0.0 0.0 0.0
H -5.653 2.229 2.679 0.0 0.0 0.0
```
Positions in Å, forces in eV/Å.

Summary:
Electronic energy   -123524.4501 eV
Net charge   -2
Multiplicity   1



Molecular formula: C29H46ClFI2N3O6P
Method: DFT, ωB97M-V with the def2-TZVPD basis set

```
89
Properties=species:S:1:pos:R:3:forces:R:3
C -1.980 -0.229 5.721 -0.2 -0.3 0.0
C -2.908 -0.429 4.543 0.2 0.7 0.4
O -2.142 -1.006 3.466 -0.3 0.1 -0.2
P -2.977 -1.788 2.362 0.2 -0.5 0.4
O -3.844 -2.851 2.896 -0.2 -0.3 0.0
C -1.695 -2.403 1.255 -0.1 0.7 0.0
C -1.279 -1.422 0.154 -0.3 0.4 0.3
C -0.354 -0.325 0.726 -0.2 -0.3 -0.4
C 0.575 0.255 -0.313 0.4 -0.1 -0.2
C 1.563 -0.590 -0.837 -0.4 0.3 0.1
C 2.446 -0.156 -1.813 -0.4 0.6 -0.1
C 2.383 1.133 -2.345 -0.2 0.2 0.2
C 3.352 1.479 -3.460 -0.4 -0.5 0.3
C 2.787 1.073 -4.837 0.5 0.1 -0.2
C 2.830 2.190 -5.875 -0.6 -0.3 0.2
F 3.889 3.054 -5.651 0.2 0.1 -0.1
C 1.418 2.039 -1.805 0.5 -0.8 -0.2
C 1.332 3.429 -2.418 -0.3 0.2 0.5
C -0.002 3.641 -3.155 0.3 -0.3 0.0
C 1.735 4.577 -1.434 0.0 -0.1 -0.5
C 0.813 5.792 -1.408 0.4 0.0 0.5
C 0.558 1.598 -0.767 -0.1 -0.7 -0.1
C -0.394 2.588 -0.125 0.4 0.0 0.0
I -2.443 2.221 -0.667 0.0 -0.1 0.0
C -0.240 2.743 1.398 0.0 0.4 0.0
C 1.202 2.732 1.905 -0.3 0.1 0.3
I -1.116 4.651 1.981 0.0 -0.2 0.1
C 3.381 -1.284 -2.115 -0.8 0.6 1.2
O 4.034 -1.485 -3.076 1.1 -0.1 -1.2
N 3.313 -2.170 -0.979 -0.3 -0.4 0.0
C 4.354 -1.796 -0.001 0.6 -0.4 -0.3
Cl 3.774 -2.047 1.663 0.0 -0.1 0.1
C 5.667 -2.532 -0.322 -0.2 0.3 0.3
C 6.603 -2.717 0.866 0.0 -0.1 -0.5
C 1.950 -2.006 -0.495 0.7 1.4 -0.6
O 1.328 -2.891 -0.031 -0.8 -0.9 0.8
O -3.806 -0.619 1.662 0.2 0.0 -0.3
C -4.824 -1.059 0.744 -0.5 0.3 -0.1
C -5.594 0.123 0.206 0.0 0.0 0.0
H -1.025 0.141 5.366 0.2 0.0 0.0
H -2.396 0.491 6.420 -0.1 0.1 0.0
H -1.848 -1.165 6.258 0.3 -0.1 0.0
H -3.756 -1.056 4.801 0.0 -0.3 -0.1
H -3.296 0.539 4.229 0.0 0.0 -0.3
H -0.836 -2.566 1.901 0.1 -0.5 0.1
H -2.070 -3.351 0.884 0.1 -0.2 -0.1
H -2.164 -0.910 -0.218 -0.1 0.0 -0.2
H -0.844 -1.926 -0.695 0.3 -0.3 0.0
H -1.017 0.407 1.163 0.1 0.2 0.1
H 0.243 -0.741 1.537 0.1 -0.1 0.1
H 3.662 2.512 -3.437 0.0 0.2 0.0
H 4.244 0.887 -3.287 0.2 0.0 0.0
H 1.762 0.721 -4.745 -0.2 0.0 0.0
H 3.359 0.228 -5.208 0.1 -0.1 0.0
H 1.909 2.772 -5.847 0.0 0.2 0.0
H 2.931 1.771 -6.872 0.1 0.0 -0.2
H 2.081 3.473 -3.187 0.2 -0.2 -0.3
H -0.277 2.715 -3.658 -0.1 0.0 -0.1
H -0.831 3.916 -2.513 -0.1 0.1 0.0
H 0.128 4.406 -3.914 -0.1 0.2 -0.1
H 2.713 4.939 -1.744 0.2 -0.1 0.0
H 1.877 4.157 -0.443 0.0 0.1 0.3
H 1.319 6.592 -0.871 0.0 0.1 0.0
H -0.100 5.609 -0.849 -0.3 0.0 -0.2
H 0.594 6.165 -2.402 -0.1 0.0 -0.2
H -0.208 3.548 -0.576 -0.1 0.1 0.0
H -0.837 2.039 1.957 -0.1 -0.1 0.0
H 1.641 3.718 1.815 0.3 0.0 -0.2
H 1.195 2.504 2.968 0.0 0.0 0.1
H 1.812 1.982 1.408 0.1 0.0 -0.1
H 4.556 -0.726 -0.070 -0.2 0.2 0.2
H 5.427 -3.465 -0.820 0.0 -0.2 0.0
H 6.169 -1.886 -1.040 0.0 -0.1 -0.3
H 6.253 -3.492 1.537 -0.1 0.0 0.2
H 7.577 -3.022 0.494 0.1 0.0 0.0
H 6.718 -1.779 1.398 0.1 0.0 0.2
H -4.391 -1.609 -0.093 0.2 -0.2 0.1
H -5.504 -1.721 1.271 0.1 -0.2 0.1
H -5.794 0.858 0.981 0.0 0.0 0.1
H -6.548 -0.244 -0.163 -0.1 0.0 -0.1
H -5.085 0.618 -0.616 0.1 0.1 0.0
N -6.248 -5.610 2.944 0.0 0.2 0.0
C -5.975 -6.844 2.426 0.1 0.1 0.0
N -4.736 -6.960 1.851 0.0 0.0 -0.1
O -6.765 -7.770 2.469 0.0 0.0 0.0
H -5.601 -4.839 2.918 0.0 0.0 0.0
H -7.141 -5.482 3.380 0.0 0.0 0.0
H -4.495 -7.850 1.460 0.0 0.0 0.0
H -4.074 -6.209 1.815 0.0 0.0 0.1
```
Positions in Å, forces in eV/Å.

Summary:
Electronic energy   -88308.6668 eV
Net charge   0
Multiplicity   1